Record 1
{
  "formula": "C19H26N4O3",
  "method": "the ωB97M-V functional and the def2-TZVPD basis",
  "symbols": ["O", "O", "O", "N", "N", "N", "N", "C", "C", "C", "C", "C", "C", "C", "C", "C", "C", "C", "C", "C", "C", "C", "C", "C", "C", "C", "H", "H", "H", "H", "H", "H", "H", "H", "H", "H", "H", "H", "H", "H", "H", "H", "H", "H", "H", "H", "H", "H", "H", "H", "H", "H"],
  "coordinates": [[-5.9374, 1.9692, 1.0274], [-1.9392, 0.0075, -0.7065], [0.2250, 2.5737, 0.3630], [-8.8270, 2.5413, -4.3071], [0.4877, 0.7615, -0.9727], [-3.7345, 2.2292, 0.6095], [-5.0900, 4.9137, -2.5089], [-6.1118, 4.4539, -3.2153], [1.8789, 1.0357, -1.2849], [-5.0446, 2.3840, 0.3053], [-6.8427, 3.3241, -2.8464], [-0.2215, 1.5704, -0.1707], [-3.3775, 1.4923, 1.8254], [3.5362, 2.2623, -2.7471], [1.4424, 1.2118, -3.7460], [-1.6868, 1.1726, 0.0656], [-7.9483, 2.8883, -3.6540], [-1.9536, 0.9860, 1.5692], [3.7422, 3.0726, -4.0263], [-5.3932, 3.0961, -0.9705], [-4.7418, 4.2412, -1.4145], [-2.6005, 2.3465, -0.3054], [-6.4853, 2.6421, -1.6922], [-3.2605, -0.5016, -0.7069], [2.0548, 1.9071, -2.5326], [4.1187, 3.0360, -1.5634], [1.5118, 2.8427, -2.3486], [1.4081, 1.8656, -4.6156], [0.0069, -0.0281, -1.3688], [-3.6148, -0.7218, 0.3026], [0.4175, 0.8977, -3.5428], [2.3053, 1.5237, -0.4123], [3.1323, 3.9803, -4.0062], [5.1387, 3.3544, -1.7836], [-1.2283, 1.5874, 2.1137], [2.3902, 0.0798, -1.4286], [-7.0436, 1.7820, -1.3471], [3.4823, 2.5111, -4.9227], [-3.2315, -1.4271, -1.2767], [2.0226, 0.3237, -4.0153], [-6.3774, 5.0020, -4.1116], [4.7855, 3.3772, -4.1197], [-3.9104, 4.6507, -0.8520], [3.5246, 3.9316, -1.3637], [4.1538, 2.4490, -0.6467], [4.0896, 1.3191, -2.8511], [-1.8189, -0.0576, 1.8514], [-2.0523, 3.2760, -0.1440], [-4.1032, 0.6940, 1.9786], [-3.4319, 2.1479, 2.6952], [-2.9123, 2.2870, -1.3473], [-3.9617, 0.1832, -1.1921]],
  "smiles": "CO[C@]1(C(=O)NC[C@H](C)C(C)C)CCN(C(=O)c2cncc(C#N)c2)C1",
  "total_charge": 0,
  "orbital_gap_ha": 0.352
}

Record 2
{
  "formula": "C19H26N4O3S",
  "method": "the ωB97M-V functional and the def2-TZVPD basis",
  "symbols": ["S", "O", "O", "O", "N", "N", "N", "N", "C", "C", "C", "C", "C", "C", "C", "C", "C", "C", "C", "C", "C", "C", "C", "C", "C", "C", "C", "H", "H", "H", "H", "H", "H", "H", "H", "H", "H", "H", "H", "H", "H", "H", "H", "H", "H", "H", "H", "H", "H", "H", "H", "H", "H"],
  "coordinates": [[-0.9245, -2.0489, -1.9827], [4.9350, -1.1507, 2.3363], [3.2908, -2.0811, 4.0834], [-2.0446, 0.4695, 0.4105], [-0.2358, -0.4180, 1.4421], [-1.9331, 3.8817, -1.6306], [-3.4932, -1.1700, -2.6001], [-1.8304, 0.5088, -2.4136], [-0.5604, 0.8283, -1.9748], [-3.5935, 2.1168, -2.2726], [3.3007, -0.3643, 0.9330], [-1.0321, 4.3569, -0.6099], [-2.2379, -0.8782, -2.3745], [-2.5505, 1.5632, -3.1644], [1.4577, 0.0318, -0.7412], [-2.4255, 4.6996, -2.4418], [1.3896, -1.2093, 2.9371], [4.3630, -2.5794, 4.3944], [-0.0530, 0.3068, -0.5395], [1.8282, -0.3255, 0.6310], [5.4399, -1.5541, 3.5885], [2.8009, -1.4757, 3.2154], [-0.9571, 0.0896, 0.3809], [3.6637, -1.2333, 1.9966], [-2.9178, 2.9530, -1.1538], [-3.9104, -2.5723, -2.2554], [0.9781, -0.7805, 1.6464], [1.9530, 0.5260, -1.4078], [-0.6329, 2.1570, -1.9053], [-4.2066, 2.7494, -2.8821], [0.1448, 0.8765, -2.8055], [4.8815, -2.7815, 5.3073], [-1.6986, 5.0661, 0.2296], [4.6371, -3.3627, 3.6630], [-3.1430, -3.2582, -2.8591], [-0.7690, 3.5266, 0.2333], [-4.0539, -0.6391, -2.2915], [4.0740, -0.3664, 0.1320], [-3.9832, -2.8344, -1.2949], [-3.8457, 3.5543, -0.5074], [5.3176, -0.6981, 4.4199], [-2.9681, 5.7694, -1.9705], [-1.4349, 5.3492, -2.8537], [0.6554, -1.7259, 3.6375], [-4.7481, -2.7926, -2.9065], [-1.9975, 2.1852, -3.4654], [-0.2848, 5.0540, -0.8742], [6.4744, -2.0095, 3.6578], [-3.2197, 0.9339, -3.6390], [-2.9985, 4.4282, -3.3073], [-0.9540, -0.6202, 2.2927], [-4.3736, 1.3148, -1.4964], [-2.6596, 2.2484, -0.4968]],
  "total_charge": 0,
  "orbital_gap_ha": 0.247
}

Record 3
{
  "formula": "C19H26N4O4",
  "method": "the ωB97M-V functional and the def2-TZVPD basis",
  "symbols": ["O", "O", "O", "O", "N", "N", "N", "N", "C", "C", "C", "C", "C", "C", "C", "C", "C", "C", "C", "C", "C", "C", "C", "C", "C", "C", "C", "H", "H", "H", "H", "H", "H", "H", "H", "H", "H", "H", "H", "H", "H", "H", "H", "H", "H", "H", "H", "H", "H", "H", "H", "H", "H"],
  "coordinates": [[-1.8366, 2.5951, 5.1234], [1.7015, 4.0202, 4.5466], [-1.1720, -2.2948, -0.2072], [0.1046, 4.6798, 1.5787], [-1.2259, -1.1767, -2.1661], [-0.8044, 3.6293, 3.3763], [0.8028, -3.4710, -3.4624], [-1.6056, 1.4458, 3.2006], [2.7652, 3.6966, 5.4011], [1.4331, -3.1694, -2.1944], [0.5584, 4.4688, 5.2379], [-0.6884, -3.3720, -5.2035], [2.1943, -1.8501, -2.2405], [-0.7195, -4.8191, -4.7052], [-0.2329, -2.5951, -3.9657], [0.3195, -4.8397, -3.5742], [-0.5473, 2.4245, 1.3054], [-0.0889, 2.3221, -0.0073], [-0.2599, 1.1565, -0.7205], [-1.1692, 1.3252, 1.9054], [-0.5354, 4.7846, 4.2191], [-1.1052, -1.2465, -0.8233], [-1.4220, -2.3356, -3.0018], [-0.8970, 0.0621, -0.1280], [-0.3660, 3.6723, 2.0566], [-1.4356, 2.5613, 3.9824], [-1.3370, 0.1479, 1.1836], [-1.2035, -0.2792, -2.6226], [3.5825, 3.3607, 4.7664], [-1.5580, -3.1870, -2.3329], [2.4870, 2.8949, 6.0972], [-1.8046, -0.7150, 1.6337], [2.1466, -3.9779, -2.0084], [2.7813, -1.7337, -1.3333], [0.0637, -3.2624, -5.9840], [-1.6480, -3.0363, -5.5920], [-0.1287, -5.1967, -2.6343], [0.1295, 1.0929, -1.7255], [-1.4493, 5.0668, 4.7452], [0.4031, 3.1802, -0.4388], [-0.4757, -5.5249, -5.4966], [0.2072, 3.6955, 5.9365], [-1.7086, -5.0682, -4.3216], [0.7175, -3.1633, -1.3569], [1.1689, -5.4892, -3.8052], [-2.0600, 0.6598, 3.6466], [1.5149, -1.0053, -2.3132], [3.0883, 4.5689, 5.9828], [0.7861, 5.3790, 5.8138], [0.2083, -1.6308, -4.2399], [-2.3361, -2.1958, -3.5877], [2.8627, -1.8371, -3.0978], [-0.2057, 5.5822, 3.5520]],
  "smiles": "CCN1CCC[C@H]1CNC(=O)c1ccc2c(=O)n(CCOC)c(=O)[nH]c2c1",
  "total_charge": 0,
  "orbital_gap_ha": 0.302
}

Record 4
{
  "formula": "C19H26N4O5OsPS",
  "method": "the ωB97M-V functional and the def2-TZVPD basis",
  "symbols": ["Os", "S", "P", "O", "O", "O", "O", "O", "N", "N", "N", "N", "C", "C", "C", "C", "C", "C", "C", "C", "C", "C", "C", "C", "C", "C", "C", "C", "C", "C", "C", "H", "H", "H", "H", "H", "H", "H", "H", "H", "H", "H", "H", "H", "H", "H", "H", "H", "H", "H", "H", "H", "H", "H", "H", "H", "H"],
  "coordinates": [[1.0102, 0.2983, -0.7812], [-2.0807, -1.1780, -1.0656], [-0.2996, 2.3586, -0.9277], [-2.4792, 0.0509, -1.6994], [2.7159, 0.2817, 2.9440], [5.0198, 1.1054, -0.9724], [-2.4856, -2.4277, -1.6282], [1.1962, 0.1726, 1.3110], [2.7752, 1.1713, -0.4940], [2.1493, 0.6938, -3.0791], [1.6514, -1.7636, -0.9275], [-0.4327, -1.1336, -1.0383], [3.8757, 0.9829, -1.3318], [-2.1372, -1.2180, 2.9753], [-3.9020, -0.7999, 0.8745], [2.5304, -3.9313, -0.6970], [0.3908, -2.2459, -0.9472], [-2.5641, -1.0870, 0.6291], [3.5692, 0.5771, -2.7640], [2.7075, -2.5703, -0.7835], [-1.6756, -1.3005, 1.6706], [-4.3449, -0.7267, 2.1819], [0.7013, 3.8155, -0.5248], [-3.9570, -0.8248, 4.6685], [1.2317, -4.4388, -0.7376], [3.1166, 1.4899, 0.9001], [2.3462, 0.5787, 1.8471], [-3.4716, -0.9323, 3.2517], [0.1321, -3.6061, -0.8555], [-1.6372, 2.3703, 0.2888], [-1.0150, 2.6998, -2.5530], [-1.6144, 1.8485, -2.8672], [3.6824, -2.1021, -0.7319], [-0.6282, -1.4996, 1.4913], [3.8835, -0.4618, -2.8692], [2.8107, 2.5194, 1.1022], [-5.0146, -1.0719, 4.7436], [4.2131, 1.1690, -3.4148], [-1.4416, -1.3777, 3.7899], [-1.6447, 3.5890, -2.4977], [-0.2189, 2.8856, -3.2746], [-3.3966, -1.4876, 5.3263], [1.9231, 1.6229, -3.4145], [3.3828, -4.5855, -0.5922], [-5.3876, -0.5100, 2.3778], [0.9840, 3.7912, 0.5270], [-0.8790, -3.9804, -0.8802], [-1.2415, 2.0699, 1.2600], [1.8549, 0.0379, -3.7933], [1.6047, 3.8452, -1.1328], [-3.8286, 0.1940, 5.0399], [-2.0591, 3.3738, 0.3597], [4.1890, 1.4264, 1.0573], [0.1108, 4.7145, -0.7059], [1.0760, -5.5073, -0.6682], [-4.5855, -0.6360, 0.0506], [-2.4115, 1.6707, -0.0179]],
  "s2": 6.021,
  "spin_multiplicity": 5,
  "total_charge": 1,
  "orbital_gap_ha": [0.298, 0.237]
}

Which ΔE to the lowest compared entry with this formula, charge and spin belongs to each record? In order, 47.8; 490.1; 40.8; 8.9 kcal/mol.
Which calculated total energy belongs to each record? In order, -1184.37523; -1581.85522; -1259.66573; -2164.82795 a.u..